{
  "formula": "C11H22N2O4RuS",
  "method": "wB97M-V/def2-TZVPD",
  "elements": ["Ru", "C", "C", "O", "C", "C", "O", "C", "C", "O", "C", "C", "O", "H", "H", "H", "H", "H", "H", "H", "H", "H", "H", "H", "H", "H", "H", "H", "H", "S", "C", "N", "C", "C", "N", "H", "H", "H", "H", "H", "H"],
  "coordinates": [[-0.078, 0.087, 0.083], [-0.066, 0.624, 2.943], [0.962, -0.459, 2.709], [1.470, -0.385, 1.333], [2.663, 0.429, 1.053], [2.272, 1.860, 0.753], [1.164, 1.770, -0.186], [0.459, 2.995, -0.524], [-0.732, 2.556, -1.350], [-1.415, 1.416, -0.715], [-2.467, 1.676, 0.277], [-1.866, 1.748, 1.662], [-0.997, 0.575, 1.808], [0.370, 1.623, 2.989], [-0.636, 0.434, 3.853], [0.529, -1.454, 2.792], [1.796, -0.370, 3.405], [3.124, -0.049, 0.190], [3.342, 0.362, 1.902], [3.101, 2.392, 0.285], [1.945, 2.412, 1.636], [1.114, 3.638, -1.114], [0.181, 3.514, 0.394], [-0.419, 2.181, -2.323], [-1.452, 3.360, -1.493], [-3.156, 0.840, 0.177], [-2.981, 2.602, 0.022], [-2.641, 1.692, 2.428], [-1.265, 2.644, 1.818], [-1.290, -1.811, 0.188], [-0.706, -2.707, -1.207], [-0.402, -3.973, -1.175], [0.056, -4.467, -2.494], [-0.189, -3.240, -3.399], [-0.517, -2.167, -2.415], [-0.415, -4.537, -0.336], [-0.520, -5.340, -2.789], [1.108, -4.736, -2.429], [-1.036, -3.382, -4.068], [0.687, -2.967, -3.979], [-1.093, -1.389, -2.703]],
  "lowdin_spin": [0.6791, 0.0006, 0.0006, 0.0426, 0.0001, 0.0018, -0.0007, 0.0017, 0.0000, 0.0403, 0.0003, 0.0004, -0.0121, 0.0001, -0.0004, 0.0010, 0.0001, 0.0000, -0.0001, -0.0002, 0.0000, -0.0002, 0.0000, 0.0000, -0.0002, 0.0007, 0.0002, -0.0004, 0.0001, 0.2021, 0.0226, 0.0100, 0.0012, 0.0007, 0.0064, 0.0008, 0.0005, 0.0001, 0.0001, 0.0005, -0.0003],
  "homo_lumo_gap_ev": [7.89, 7.29],
  "lumo_ev": [-11.65, -12.28],
  "charge": 3,
  "multiplicity": 2,
  "mol_weight_g_mol": 379.44,
  "total_energy_ev": -36321.6316
}